1.
A cluster of 10 separate species, C54H76F6N10O5S3 in total at a distorted geometry, computed with the ωB97M-V functional and the def2-TZVPD basis.

The value obtained for the HOMO energy is -0.299 hartree. The SMILES is CCCOC[C@](CCO)(CCCSC(=S)N(CC)CC)O[C@@H](C(F)(F)C(F)(F)F)S(=O)(=O)F.c1cc[nH]c1.c1cc[nH]c1.c1cc[nH]c1.c1cc[nH]c1.c1cc[nH]c1.c1cc[nH]c1.c1cc[nH]c1.c1cc[nH]c1.c1cc[nH]c1. Its gap between HOMO and LUMO is 6.224 eV.

The geometry in ORCA input format:
```
! wB97M-V def2-TZVPD RIJCOSX def2/J DEFGRID3
* xyz 0 1
C 3.4434 -2.4521 2.1398
C 2.4304 -2.7397 3.3954
C 0.8986 -3.1467 2.9783
O 0.5831 -3.0092 1.5471
C -0.6516 -2.1639 1.4326
C -0.9410 -1.7522 -0.1596
C -1.5030 -3.1177 -0.8745
C -1.2418 -3.1770 -2.5136
O -1.7319 -1.9954 -3.2395
C 0.4857 -1.3866 -0.9524
C 1.4536 -0.3619 -0.1198
C 0.9951 1.2398 -0.2394
S 2.1846 2.1590 0.9372
C 1.6219 3.9646 1.1347
S 2.0477 4.6811 2.6561
N 0.8991 4.6936 0.0242
C 1.9111 5.5802 -0.6703
C 2.3995 4.7786 -2.0373
C -0.3174 5.4514 0.5052
C -1.6155 4.8133 -0.3320
O -1.7918 -0.5651 -0.3137
C -3.1568 -0.7716 0.1915
C -3.6809 0.4183 1.2211
F -3.6139 1.7476 0.5420
F -5.0495 0.1260 1.7916
C -2.7032 0.5732 2.5691
F -1.3839 1.1769 2.2657
F -2.6473 -0.6683 3.3849
F -3.4224 1.5849 3.4315
S -4.2687 -0.7924 -1.3628
O -5.6919 -0.2454 -1.1015
O -3.5868 0.2408 -2.3422
F -4.4469 -2.3591 -2.0439
H 3.5188 -1.2846 1.9564
H 3.1691 -2.9940 1.1399
H 4.5252 -2.8240 2.4748
H 2.9017 -3.6498 4.0031
H 2.5020 -1.8104 4.1299
H 0.1381 -2.5113 3.6273
H 0.7489 -4.2798 3.3126
H -0.4007 -1.1693 1.9965
H -1.5587 -2.7625 1.8682
H -2.6210 -3.3955 -0.5803
H -0.8478 -4.0119 -0.4311
H -0.1190 -3.4588 -2.7590
H -1.8862 -4.1018 -2.9071
H -1.3283 -2.0802 -4.1742
H 1.0893 -2.3875 -1.1673
H 0.2842 -0.8827 -2.0098
H 1.6489 -0.6493 0.9974
H 2.5192 -0.4021 -0.6553
H -0.1240 1.4214 0.0507
H 1.1127 1.6486 -1.3532
H 2.8787 5.6675 0.0148
H 1.5420 6.6649 -0.9079
H 2.4718 5.4783 -2.9839
H 1.6034 3.9371 -2.2539
H 3.4275 4.2162 -1.8518
H -0.2648 6.6238 0.3110
H -0.5804 5.3107 1.6365
H -1.3706 4.7040 -1.4710
H -2.6134 5.4179 -0.1120
H -1.7593 3.7131 0.1073
H -3.3336 -1.7845 0.7526
N 2.9982 -5.9608 1.2914
C 3.3973 -6.3797 2.5339
C 4.2435 -7.4535 2.3695
C 4.3635 -7.6868 0.9787
C 3.5865 -6.7487 0.3366
H 2.3688 -5.1902 1.1078
H 3.0448 -5.8801 3.4263
H 4.7235 -8.0082 3.1653
H 4.9538 -8.4557 0.4972
H 3.4014 -6.5758 -0.7152
N -0.8571 7.1328 -2.6686
C -0.8097 7.1028 -4.0381
C -1.5807 8.1399 -4.5135
C -2.1069 8.8231 -3.3911
C -1.6416 8.1817 -2.2650
H -0.3862 6.4832 -2.0523
H -0.2342 6.3470 -4.5557
H -1.7453 8.3794 -5.5560
H -2.7548 9.6900 -3.4031
H -1.8023 8.3807 -1.2138
N 1.8247 7.5352 -6.1384
C 2.5220 8.5790 -6.6887
C 2.8076 8.2575 -7.9968
C 2.2581 6.9772 -8.2460
C 1.6545 6.5560 -7.0823
H 1.4877 7.4943 -5.1853
H 2.7560 9.4582 -6.1034
H 3.3518 8.8785 -8.6965
H 2.2978 6.4224 -9.1745
H 1.1210 5.6452 -6.8453
N 0.0591 -4.1629 -6.3344
C 1.4081 -4.2539 -6.5589
C 1.8243 -5.5015 -6.1510
C 0.6851 -6.1893 -5.6689
C -0.3915 -5.3403 -5.7965
H -0.5144 -3.3538 -6.5350
H 1.9552 -3.4248 -6.9872
H 2.8386 -5.8763 -6.1969
H 0.6533 -7.1957 -5.2719
H -1.4366 -5.4725 -5.5502
N 4.0123 4.4049 5.5941
C 5.2539 3.8262 5.6383
C 5.6359 3.7385 6.9584
C 4.5851 4.2780 7.7381
C 3.5942 4.6791 6.8703
H 3.4864 4.5985 4.7517
H 5.7587 3.5286 4.7290
H 6.5700 3.3291 7.3207
H 4.5543 4.3639 8.8166
H 2.6304 5.1361 7.0512
N 0.9247 -10.6095 1.6399
C 1.6220 -9.5657 1.0897
C 1.9076 -9.8872 -0.2185
C 1.3581 -11.1675 -0.4676
C 0.7545 -11.5887 0.6961
H 0.5877 -10.6504 2.5930
H 1.8560 -8.6865 1.6749
H 2.4518 -9.2662 -0.9181
H 1.3978 -11.7223 -1.3962
H 0.2210 -12.4995 0.9331
N 1.5907 3.6468 9.5400
C 0.4634 4.3350 9.1738
C 0.0575 5.0909 10.2509
C 0.9756 4.8546 11.3018
C 1.9135 3.9614 10.8344
H 2.1045 3.0075 8.9475
H 0.0468 4.2271 8.1813
H -0.8060 5.7429 10.2765
H 0.9553 5.2898 12.2926
H 2.7800 3.5229 11.3113
N -7.9900 -3.2012 1.8903
C -7.8948 -3.7872 3.1256
C -6.6681 -3.4598 3.6586
C -6.0024 -2.6428 2.7139
C -6.8427 -2.4969 1.6329
H -8.7832 -3.2759 1.2665
H -8.7054 -4.3866 3.5179
H -6.2936 -3.7745 4.6240
H -5.0164 -2.2071 2.8118
H -6.7222 -1.9547 0.7045
N -3.9666 -0.5426 -5.3110
C -3.2693 0.5012 -5.8613
C -2.9837 0.1797 -7.1695
C -3.5332 -1.1006 -7.4186
C -4.1368 -1.5218 -6.2549
H -4.3036 -0.5835 -4.3580
H -3.0353 1.3804 -5.2761
H -2.4395 0.8007 -7.8691
H -3.4935 -1.6553 -8.3471
H -4.6703 -2.4326 -6.0179
*
```

Atom charges from the Mulliken analysis, given in e for atoms 1 to 5: -0.646 -0.441 -0.323 -0.218 -1.199

***

2.
An isolated molecule of CH3NO3 at a distorted geometry, computed with the ωB97M-V functional and the def2-TZVPD basis.

The value obtained for the HOMO energy is -0.414 hartree. The SMILES is O=[N+]([O-])CO. Its gap between HOMO and LUMO is 11.097 eV. Its energy above the lowest of the compared OMol25 structures with the same formula, charge and spin is 52.7 kcal per mole.

The geometry in ORCA input format:
```
! wB97M-V def2-TZVPD RIJCOSX def2/J DEFGRID3
* xyz 0 1
C -1.0841 -0.5554 -0.1954
N -1.9513 0.6292 -0.2835
O -3.1628 0.4543 -0.4068
O -1.3723 1.6770 -0.1052
O 0.1896 -0.1921 0.2551
H -1.3622 -1.1979 0.5740
H -1.0570 -1.1078 -1.1923
H 0.4846 0.7335 0.2781
*
```

Atom charges from the Mulliken analysis, given in e for atoms 1 to 5: -0.182 0.937 -0.524 -0.570 -0.516

***

3.
A cluster of 2 separate species, C4H8N3O in total at a distorted geometry, computed with the ωB97M-V functional and the def2-TZVPD basis.

The value obtained for the HOMO energy is -0.515 hartree. Its gap between HOMO and LUMO is 9.371 eV. Its energy above the lowest of the compared OMol25 structures with the same formula, charge and spin is 162.3 kcal per mole.

The geometry in ORCA input format:
```
! wB97M-V def2-TZVPD RIJCOSX def2/J DEFGRID3
* xyz 1 1
C 2.4595 -1.0224 -0.3123
C -2.2105 -1.0042 0.3602
C -2.3793 0.0269 -0.4669
C 1.0738 1.9703 0.2069
N 2.5559 0.2519 -0.3302
N 0.5522 -0.3388 0.4196
N 1.3524 0.7265 0.0925
O 1.2814 -1.4734 0.0841
H 3.2280 -1.7247 -0.5917
H -2.2689 -0.8884 1.4329
H -0.5118 -0.4147 0.2509
H -2.1284 -2.0165 -0.0009
H -2.4021 -0.0985 -1.5388
H -2.5434 1.0315 -0.1022
H 0.1034 2.2886 0.5395
H 1.8377 2.6859 -0.0437
*
```

Atom charges from the Mulliken analysis, given in e for atoms 1 to 5: 0.113 -0.607 -0.497 -0.155 -0.707

***

4.
An isolated molecule of C5H12N2O at a distorted geometry, computed with the ωB97M-V functional and the def2-TZVPD basis.

The value obtained for the HOMO energy is -0.326 hartree. The SMILES is CNCCNC(C)=O. Its gap between HOMO and LUMO is 9.789 eV. Its energy above the lowest of the compared OMol25 structures with the same formula, charge and spin is 44.8 kcal per mole.

The geometry in ORCA input format:
```
! wB97M-V def2-TZVPD RIJCOSX def2/J DEFGRID3
* xyz 0 1
C -1.4871 -2.8087 -0.6524
C -1.8098 -1.5025 -0.0217
N -1.0800 -0.4140 -0.5508
C 0.3996 -0.4463 -0.6335
C 1.1634 0.4043 0.4373
N 1.3258 1.7933 -0.0326
C 1.1853 2.8775 0.9659
O -2.7911 -1.3132 0.6545
H -0.4516 -3.0998 -0.9114
H -1.9981 -2.6503 -1.6514
H -1.6816 -3.6581 -0.0195
H -1.3765 0.4684 -0.1448
H 0.6942 -1.5030 -0.6332
H 0.7386 -0.0048 -1.6041
H 0.7073 0.3716 1.4412
H 2.2167 0.0305 0.5673
H 0.6554 1.8870 -0.7999
H 1.5117 2.5999 1.9582
H 0.1871 3.3110 0.9598
H 1.8909 3.6575 0.6709
*
```

Atom charges from the Mulliken analysis, given in e for atoms 1 to 5: -0.935 0.544 -0.138 -0.790 -0.435

***

5.
A structure of composition C22H44N3OOsP3S at a distorted geometry, computed with the ωB97M-V functional and the def2-TZVPD basis.

The value obtained for the HOMO energy (spin up / spin down) is -0.706 / -0.706 hartree. Its gap between HOMO and LUMO (spin up / spin down) is 5.429 / 4.471 eV.

The geometry in ORCA input format:
```
! wB97M-V def2-TZVPD RIJCOSX def2/J DEFGRID3
* xyz 4 5
Os 0.4554 1.0352 0.2283
P 1.8951 1.5790 1.6499
P -1.4758 1.9281 0.7331
P 0.9931 1.5169 -1.7332
H -1.8488 -2.4387 0.5337
C -1.2428 -2.6927 -0.3822
C 0.0353 -3.0970 -0.2455
H 0.4106 -3.2581 0.8127
C 1.9241 1.1505 3.3417
C 1.8857 3.3608 1.7562
C 3.4996 1.0989 1.0443
C -3.0286 1.3749 0.1139
C -1.5901 2.0862 2.5113
C -1.2190 3.6015 0.1854
C 2.3734 0.6385 -2.5758
C 1.8021 3.2118 -1.6071
C -0.4512 1.9520 -2.8588
H -1.5570 -2.2265 -1.3474
H 0.7762 -2.8570 -1.0663
H 2.3474 0.1516 3.4566
H 0.9582 1.2040 3.8420
H 2.5998 1.8957 3.7692
H 0.9784 3.7196 2.2481
H 2.0505 3.8706 0.8099
H 2.7459 3.5032 2.4107
H 3.6415 0.0128 1.1226
H 4.1501 1.6151 1.7571
H 3.7138 1.4322 0.0230
H -3.7070 2.1405 0.5102
H -3.2623 0.3821 0.5253
H -3.0416 1.3614 -0.9803
H -2.1484 3.0174 2.6140
H -0.6232 2.1668 3.0135
H -2.1531 1.2427 2.9129
H -2.0229 4.0968 0.7242
H -1.3453 3.6867 -0.8896
H -0.2578 3.9947 0.5065
H 2.7336 1.2226 -3.4327
H 2.0143 -0.3469 -2.9076
H 3.2027 0.5050 -1.8675
H 2.0836 3.5228 -2.6272
H 2.7132 3.1342 -0.9701
H 1.0815 3.9360 -1.1725
H -0.1925 1.6436 -3.8900
H -0.6465 3.0498 -2.8098
H -1.3407 1.3805 -2.5136
C -0.3644 -2.3036 -4.4027
C -1.4638 -2.2471 -5.3102
C -1.6236 -3.1890 -6.3186
C -0.6496 -4.2188 -6.4475
C 0.4743 -4.3029 -5.5723
C 0.6119 -3.3373 -4.5729
S -0.2922 -1.1767 -3.2037
H 0.3634 -0.2524 -0.5260
H -2.1739 -1.4550 -5.1054
H -2.4792 -3.0893 -7.0128
H -0.7458 -4.9429 -7.2621
H 1.2485 -5.1031 -5.6875
H 1.4214 -3.3528 -3.8362
C -3.2348 -1.5852 4.4694
N -1.8712 -1.4561 3.9739
C -0.8454 -1.8115 4.7826
C 0.3987 -1.9126 4.2479
C 0.5609 -1.5727 2.8833
N -0.3892 -0.9827 2.1685
C -1.6761 -1.1409 2.6247
O -2.6830 -1.0308 1.8938
N 1.8115 -1.7491 2.3373
H -3.9478 -1.2112 3.7293
H -3.3656 -1.0328 5.4099
H -3.4769 -2.6362 4.6781
H -1.1048 -2.0509 5.8106
H 1.2585 -2.2261 4.8196
H 2.4408 -2.3885 2.8300
H 1.8870 -1.7480 1.3198
*
```

Atom charges from the Mulliken analysis, given in e for atoms 1 to 5: 0.194 0.373 0.764 0.446 0.138

***

6.
A cluster of 3 separate species, C2H10NO3 in total at a distorted geometry, computed with the ωB97M-V functional and the def2-TZVPD basis.

The value obtained for the HOMO energy (spin up / spin down) is -0.126 / -0.275 hartree. Its gap between HOMO and LUMO (spin up / spin down) is 3.223 / 7.185 eV. Its energy above the lowest of the compared OMol25 structures with the same formula, charge and spin is 30.2 kcal per mole.

The geometry in ORCA input format:
```
! wB97M-V def2-TZVPD RIJCOSX def2/J DEFGRID3
* xyz 0 2
O -0.6376 -2.4128 1.9927
C -1.0462 -1.2569 2.1748
C -0.3889 -0.1118 1.3200
N 0.1276 -0.6952 0.0054
H -1.9602 -1.1433 2.8769
H 0.3795 0.3810 1.8822
H -1.1431 0.6769 0.9913
H -0.0078 -1.6633 0.0409
H 1.1656 -0.4600 -0.0274
H -0.4322 -0.4234 -0.7609
H 2.5871 -0.1710 -2.2628
H 1.8251 1.0370 -1.6785
O 2.2461 0.1596 -1.4432
H -0.7394 2.6678 -1.3300
H -1.2133 1.6410 -2.3234
O -0.7625 1.7744 -1.4580
*
```

Atom charges from the Mulliken analysis, given in e for atoms 1 to 5: -0.697 -0.346 -0.392 -0.371 0.360

***

Please write out number 5 again, unchanged.
A structure of composition C22H44N3OOsP3S at a distorted geometry, computed with the ωB97M-V functional and the def2-TZVPD basis.

The value obtained for the HOMO energy (spin up / spin down) is -0.706 / -0.706 hartree. Its gap between HOMO and LUMO (spin up / spin down) is 5.429 / 4.471 eV.

The geometry in ORCA input format:
```
! wB97M-V def2-TZVPD RIJCOSX def2/J DEFGRID3
* xyz 4 5
Os 0.4554 1.0352 0.2283
P 1.8951 1.5790 1.6499
P -1.4758 1.9281 0.7331
P 0.9931 1.5169 -1.7332
H -1.8488 -2.4387 0.5337
C -1.2428 -2.6927 -0.3822
C 0.0353 -3.0970 -0.2455
H 0.4106 -3.2581 0.8127
C 1.9241 1.1505 3.3417
C 1.8857 3.3608 1.7562
C 3.4996 1.0989 1.0443
C -3.0286 1.3749 0.1139
C -1.5901 2.0862 2.5113
C -1.2190 3.6015 0.1854
C 2.3734 0.6385 -2.5758
C 1.8021 3.2118 -1.6071
C -0.4512 1.9520 -2.8588
H -1.5570 -2.2265 -1.3474
H 0.7762 -2.8570 -1.0663
H 2.3474 0.1516 3.4566
H 0.9582 1.2040 3.8420
H 2.5998 1.8957 3.7692
H 0.9784 3.7196 2.2481
H 2.0505 3.8706 0.8099
H 2.7459 3.5032 2.4107
H 3.6415 0.0128 1.1226
H 4.1501 1.6151 1.7571
H 3.7138 1.4322 0.0230
H -3.7070 2.1405 0.5102
H -3.2623 0.3821 0.5253
H -3.0416 1.3614 -0.9803
H -2.1484 3.0174 2.6140
H -0.6232 2.1668 3.0135
H -2.1531 1.2427 2.9129
H -2.0229 4.0968 0.7242
H -1.3453 3.6867 -0.8896
H -0.2578 3.9947 0.5065
H 2.7336 1.2226 -3.4327
H 2.0143 -0.3469 -2.9076
H 3.2027 0.5050 -1.8675
H 2.0836 3.5228 -2.6272
H 2.7132 3.1342 -0.9701
H 1.0815 3.9360 -1.1725
H -0.1925 1.6436 -3.8900
H -0.6465 3.0498 -2.8098
H -1.3407 1.3805 -2.5136
C -0.3644 -2.3036 -4.4027
C -1.4638 -2.2471 -5.3102
C -1.6236 -3.1890 -6.3186
C -0.6496 -4.2188 -6.4475
C 0.4743 -4.3029 -5.5723
C 0.6119 -3.3373 -4.5729
S -0.2922 -1.1767 -3.2037
H 0.3634 -0.2524 -0.5260
H -2.1739 -1.4550 -5.1054
H -2.4792 -3.0893 -7.0128
H -0.7458 -4.9429 -7.2621
H 1.2485 -5.1031 -5.6875
H 1.4214 -3.3528 -3.8362
C -3.2348 -1.5852 4.4694
N -1.8712 -1.4561 3.9739
C -0.8454 -1.8115 4.7826
C 0.3987 -1.9126 4.2479
C 0.5609 -1.5727 2.8833
N -0.3892 -0.9827 2.1685
C -1.6761 -1.1409 2.6247
O -2.6830 -1.0308 1.8938
N 1.8115 -1.7491 2.3373
H -3.9478 -1.2112 3.7293
H -3.3656 -1.0328 5.4099
H -3.4769 -2.6362 4.6781
H -1.1048 -2.0509 5.8106
H 1.2585 -2.2261 4.8196
H 2.4408 -2.3885 2.8300
H 1.8870 -1.7480 1.3198
*
```

Atom charges from the Mulliken analysis, given in e for atoms 1 to 5: 0.194 0.373 0.764 0.446 0.138

***

Repeat the sixth record exactly.
A cluster of 3 separate species, C2H10NO3 in total at a distorted geometry, computed with the ωB97M-V functional and the def2-TZVPD basis.

The value obtained for the HOMO energy (spin up / spin down) is -0.126 / -0.275 hartree. Its gap between HOMO and LUMO (spin up / spin down) is 3.223 / 7.185 eV. Its energy above the lowest of the compared OMol25 structures with the same formula, charge and spin is 30.2 kcal per mole.

The geometry in ORCA input format:
```
! wB97M-V def2-TZVPD RIJCOSX def2/J DEFGRID3
* xyz 0 2
O -0.6376 -2.4128 1.9927
C -1.0462 -1.2569 2.1748
C -0.3889 -0.1118 1.3200
N 0.1276 -0.6952 0.0054
H -1.9602 -1.1433 2.8769
H 0.3795 0.3810 1.8822
H -1.1431 0.6769 0.9913
H -0.0078 -1.6633 0.0409
H 1.1656 -0.4600 -0.0274
H -0.4322 -0.4234 -0.7609
H 2.5871 -0.1710 -2.2628
H 1.8251 1.0370 -1.6785
O 2.2461 0.1596 -1.4432
H -0.7394 2.6678 -1.3300
H -1.2133 1.6410 -2.3234
O -0.7625 1.7744 -1.4580
*
```

Atom charges from the Mulliken analysis, given in e for atoms 1 to 5: -0.697 -0.346 -0.392 -0.371 0.360